No. 1
Below is C14H15N4O2Pd as an isolated structure, with properties calculated with wB97M-V/def2-TZVPD.

```
36
Properties=species:S:1:pos:R:3:forces:R:3
Pd -0.577526 -0.662871 -1.219224 -0.018 -0.122 -0.106
O -1.692268 -1.997016 2.814000 0.022 -0.001 0.004
C -1.652940 -1.506766 1.658705 -0.088 -0.008 -0.030
N -0.616820 -1.060603 0.996274 0.044 0.040 0.119
C 0.644782 -1.233900 1.666976 0.018 -0.011 -0.029
C 1.788608 -0.924741 0.732520 -0.007 -0.022 0.018
C 2.869745 -0.157008 1.152611 0.011 -0.010 -0.008
C 3.902052 0.123341 0.267738 0.008 0.013 0.021
C 3.826412 -0.381198 -1.017912 -0.018 -0.023 -0.016
C 2.723160 -1.157175 -1.350084 0.012 0.020 -0.009
N 1.721773 -1.422700 -0.513743 -0.011 0.052 0.047
C -2.979251 -1.398328 0.911228 0.062 0.001 -0.005
C -4.154869 -1.526147 1.650353 -0.007 0.002 -0.012
C -5.373349 -1.433777 1.007090 -0.017 -0.002 0.006
C -5.390290 -1.229654 -0.366410 0.011 -0.004 0.017
C -4.174729 -1.129741 -1.021740 0.036 0.010 -0.041
N -2.993981 -1.208572 -0.411579 -0.005 0.043 0.052
H 0.758558 -2.265099 2.033255 0.000 -0.008 -0.012
H 0.733966 -0.598120 2.559439 -0.014 -0.010 0.009
H 2.886461 0.221017 2.167942 0.000 -0.001 0.001
H 4.743634 0.732186 0.577324 0.001 -0.002 -0.002
H 4.596560 -0.185554 -1.752433 0.001 0.000 0.000
H 2.637096 -1.591602 -2.340493 -0.002 0.008 -0.003
H -4.061319 -1.700996 2.712581 0.003 0.000 0.002
H -6.299183 -1.522227 1.564000 -0.001 0.001 -0.004
H -6.317247 -1.154550 -0.920259 -0.002 -0.001 0.001
H -4.139839 -0.980347 -2.096207 -0.007 0.004 0.002
C 2.532043 3.894646 -1.207530 0.008 -0.004 0.015
C 1.550326 2.903201 -1.815298 0.087 0.021 -0.039
N 1.148957 1.924363 -0.988508 -0.171 0.105 0.105
O 1.180313 3.030589 -2.973030 -0.027 -0.019 0.008
H 3.067428 3.489554 -0.348235 -0.006 -0.011 -0.004
H 1.981743 4.781288 -0.888597 -0.007 -0.003 -0.008
H 3.241650 4.195471 -1.975109 0.001 -0.001 -0.002
H 1.459844 1.909250 -0.033845 0.055 -0.054 -0.013
H 0.428503 1.223790 -1.231797 0.030 -0.008 -0.084
```
Forces are in eV/Å.

Properties
Total charge ... -1
Spin multiplicity ... 1


No. 2
Below is one molecule with the formula C14H15NO4S, with properties calculated with wB97M-V/def2-TZVPD.

```
35
Properties=species:S:1:pos:R:3:forces:R:3
C -5.356463 -1.900812 -0.975959 0.249 0.197 0.270
C -4.793413 -1.612078 0.408752 -0.577 -0.170 -0.035
H -5.554685 -1.130641 1.032097 0.155 -0.142 -0.035
H -4.440445 -2.526976 0.889266 -0.034 0.144 -0.021
O -3.647702 -0.765509 0.338998 0.316 0.000 -0.042
C -3.873262 0.544960 0.254810 -0.368 0.056 0.050
O -4.969297 1.054759 0.256409 0.095 -0.040 -0.024
C -2.617884 1.314394 0.171848 -0.006 1.056 -0.070
C -2.578584 2.682610 0.093641 0.007 -0.421 0.022
S -0.966817 3.236080 0.010295 -0.086 -0.799 0.050
C -0.431919 1.544405 0.087245 -0.688 1.071 -0.038
N -1.406749 0.708973 0.165894 0.344 -0.651 0.025
C 0.962951 1.186814 0.061333 1.046 -0.107 -0.029
C 1.966474 2.140864 -0.030995 -0.472 -0.303 0.034
C 3.295948 1.754795 -0.053843 0.355 -0.180 -0.001
C 3.647406 0.415263 0.015135 -0.084 -0.091 0.008
C 2.627147 -0.565217 0.110419 0.183 0.039 -0.009
C 1.306441 -0.170805 0.131950 0.096 0.057 -0.006
H 0.501346 -0.882258 0.203129 -0.043 -0.146 0.010
O 3.059634 -1.851109 0.174075 0.185 0.377 -0.029
C 2.095127 -2.871211 0.272169 -0.171 -0.164 0.016
H 1.494845 -2.770638 1.181908 0.011 0.005 -0.039
H 2.658017 -3.802371 0.311019 -0.086 0.042 0.000
H 1.432354 -2.882763 -0.598863 0.013 0.010 0.037
O 4.915359 -0.063534 -0.000226 -0.354 -0.174 0.024
C 5.980185 0.850691 -0.093649 0.168 0.171 -0.016
H 5.935684 1.427638 -1.023136 -0.012 -0.015 0.041
H 5.998644 1.536591 0.759562 -0.015 -0.020 -0.038
H 6.885732 0.246298 -0.088685 -0.040 0.087 -0.004
H 4.057184 2.514655 -0.126347 0.116 0.024 -0.006
H 1.712951 3.188925 -0.085685 0.047 0.122 -0.010
H -3.409768 3.357548 0.083182 -0.228 0.101 0.001
H -5.715650 -0.979861 -1.428666 -0.056 0.026 -0.050
H -6.184268 -2.599537 -0.895123 -0.096 -0.087 -0.017
H -4.586518 -2.330930 -1.611963 0.030 -0.073 -0.070
```
Forces are in eV/Å.

Properties
Total charge ... 0
SMILES ... CCOC(=O)c1csc(-c2ccc(OC)c(OC)c2)n1
Spin multiplicity ... 1


No. 3
Below is a 2-piece molecular cluster, C14H16 overall, with properties calculated with wB97M-V/def2-TZVPD.

```
30
Properties=species:S:1:pos:R:3:forces:R:3
C 4.091083 1.146284 -3.842511 0.839 -0.155 0.594
C 2.296190 -0.510377 -0.333551 -0.191 0.708 0.116
C 1.497406 0.029045 -1.344631 0.717 -0.926 0.602
C 3.673071 -0.481551 -0.455282 -0.305 0.081 -0.083
C 2.116179 0.548814 -2.471779 -0.819 0.039 0.705
C 4.287922 0.049554 -1.570763 -0.152 0.163 0.019
C 3.503791 0.619531 -2.558387 -0.606 -0.345 -1.344
H 1.877917 -0.840360 0.609723 -0.199 -0.232 -0.189
H 0.429863 -0.086386 -1.237961 -0.178 0.336 -0.226
H 4.246257 -0.863373 0.350737 0.608 -0.377 0.538
H 1.431475 0.894204 -3.239649 0.500 0.202 -0.290
H 5.363916 0.009517 -1.678048 0.055 0.123 0.020
H 4.763942 1.972762 -3.592906 -0.188 0.160 -0.356
H 3.329697 1.432881 -4.557843 -0.031 0.220 -0.005
H 4.723348 0.379674 -4.296946 -0.066 0.005 -0.090
C -3.892556 1.611255 2.831999 -1.068 0.578 0.552
C -2.478189 -2.106328 1.217133 -0.504 0.057 -0.075
C -3.164016 -2.058422 2.421903 -0.264 -0.129 0.844
C -2.271678 -0.921874 0.537891 0.116 0.409 -0.277
C -3.590933 -0.865496 2.978594 0.624 0.765 -0.935
C -2.659831 0.301272 1.089786 -0.134 -0.894 -0.179
C -3.363868 0.330403 2.275968 0.008 0.069 0.611
H -2.188957 -3.069810 0.822476 0.065 0.060 -0.181
H -3.411189 -2.962913 2.957948 0.238 -0.239 0.004
H -1.875854 -0.892570 -0.471717 0.334 -0.250 0.163
H -4.014437 -0.764725 3.964277 -0.372 -0.427 0.088
H -2.413063 1.198028 0.557183 -0.141 0.431 -0.160
H -4.992605 1.629099 2.894305 0.113 -0.355 -0.422
H -3.652113 2.502373 2.255237 0.385 -0.089 0.007
H -3.662762 1.769487 3.886805 0.619 0.012 -0.049
```
Forces are in eV/Å.

Properties
Total charge ... 0
SMILES ... Cc1ccccc1.Cc1ccccc1
Spin multiplicity ... 1


No. 4
Below is a 2-piece molecular cluster, C14H16 overall, with properties calculated with wB97M-V/def2-TZVPD.

```
30
Properties=species:S:1:pos:R:3:forces:R:3
C 4.007190 -0.807247 -3.167343 -0.847 -0.427 0.372
C 1.790340 -0.813904 -1.939294 -0.089 0.215 -0.317
C 3.173001 -0.831385 -1.898828 0.738 0.123 -0.093
C 1.058828 -0.830890 -0.763908 -0.242 -0.317 0.222
C 3.824706 -0.849778 -0.668070 0.338 0.133 -0.352
C 1.714681 -0.906455 0.450846 0.531 1.523 0.328
C 3.105319 -0.797854 0.504123 -0.601 -1.205 0.195
H 1.318643 -0.726178 -2.914502 -0.177 -0.103 0.160
H -0.021402 -0.782602 -0.739946 -0.069 -0.015 -0.292
H 3.703590 0.029459 -3.799490 0.215 -0.065 -0.044
H 3.811313 -1.742599 -3.697545 0.161 0.128 -0.247
H 4.911219 -0.890434 -0.680744 -0.109 0.132 0.209
H 1.186732 -0.735857 1.378941 -0.319 -0.487 0.013
H 3.567322 -0.850137 1.479018 0.289 0.240 -0.014
H 5.061852 -0.765180 -2.921646 0.140 0.155 -0.126
C -3.987399 -0.922699 2.003441 -0.722 -0.015 -0.080
C -2.320924 1.635522 -0.281654 0.066 -0.562 -0.270
C -3.033692 0.511136 0.147169 -0.211 0.577 -0.183
C -1.733244 2.488395 0.626500 -0.005 -0.113 0.859
C -3.183994 0.235210 1.495853 0.904 -0.508 0.121
C -1.869465 2.209103 1.994246 0.032 -0.031 -0.691
C -2.489139 1.038858 2.399512 -0.377 0.650 0.428
H -2.229562 1.769870 -1.351019 0.120 0.243 -0.016
H -3.500691 -0.101704 -0.614735 -0.085 -0.135 0.148
H -1.114743 3.332737 0.363767 -0.223 0.170 -0.392
H -1.528820 2.956637 2.698885 0.324 -0.321 0.194
H -4.480589 -1.455634 1.192428 0.102 -0.062 -0.110
H -4.792658 -0.547961 2.637942 -0.030 0.027 0.068
H -2.497791 0.801496 3.459870 -0.220 -0.002 -0.063
H -3.450623 -1.649923 2.606182 0.369 0.050 -0.028
```
Forces are in eV/Å.

Properties
Total charge ... 0
SMILES ... Cc1ccccc1.Cc1ccccc1
Spin multiplicity ... 1


| no. | orbital gap (Ha) | LUMO level (Eh) |
| --- | --- | --- |
| 1 | 0.20082 | 0.11178 |
| 2 | 0.30077 | 0.00975 |
| 3 | 0.36486 | 0.03513 |
| 4 | 0.36214 | 0.03439 |